# 1
DFT (ωB97M-V/def2-TZVPD) results for 2 unconnected molecules or ions with the total composition C9H14.

As for the strongest force on any atom: 3.2 eV Å⁻¹. For the LUMO energy, the calculation gives 1.03 eV. The HOMO-LUMO gap is 10.127 eV. The SMILES is Cc1ccccc1.CC. The total energy comes out at -9559.418 eV.

Cartesian coordinates (Å):
C: 1.9281 -1.4259 -1.3548
C: 0.5365 -1.4418 -0.7579
C: -0.6225 -0.9583 -1.3519
C: -1.9027 -1.0163 -0.8328
C: -1.9331 -1.5163 0.4619
C: -0.8494 -1.8719 1.2008
C: 0.4175 -1.9403 0.5440
H: 2.5404 -2.0360 -0.7201
H: 2.3323 -0.4250 -1.3671
H: 1.9643 -1.8048 -2.3653
H: -0.5651 -0.4634 -2.3174
H: -2.8496 -0.9180 -1.3200
H: -2.9398 -1.6307 0.9350
H: -0.9570 -2.1165 2.2564
H: 1.2509 -2.3837 1.0671
C: 0.6677 2.4873 0.1371
C: -0.2781 2.9842 1.2436
H: 0.7079 1.4131 0.3888
H: 0.3557 2.6073 -0.8743
H: 1.6450 2.9447 0.2957
H: -1.3395 2.9089 1.0289
H: -0.0722 4.0425 1.4830
H: -0.0373 2.5609 2.2192

Atomic forces in eV per Å
-0.94 0.19 -0.09
0.12 -0.36 1.28
-0.35 1.07 -2.11
1.46 -1.56 1.60
-3.05 0.23 0.88
2.15 -0.45 -0.40
-1.65 0.41 0.48
0.54 -0.29 0.14
0.16 0.40 0.02
-0.06 -0.17 -0.32
0.41 -0.26 -0.24
0.01 0.70 -0.64
0.89 0.22 -0.28
0.07 -0.23 -0.32
0.24 0.16 0.02
-0.12 -1.07 2.12
0.50 1.77 0.23
0.54 0.17 -0.80
-0.43 0.28 -0.62
0.06 -0.21 -0.21
-0.04 -0.29 -0.01
-0.33 -0.03 -0.50
-0.18 -0.68 -0.21


# 2
DFT (ωB97M-V/def2-TZVPD) results for 2 unconnected molecules or ions with the total composition C9H14.

As for the strongest force on any atom: 2.1 eV Å⁻¹. For the LUMO energy, the calculation gives 1.01 eV. The HOMO-LUMO gap is 9.994 eV. The SMILES is Cc1ccccc1.CC. The total energy comes out at -9559.407 eV.

Cartesian coordinates (Å):
C: 0.9033 -2.0362 0.6363
C: -0.1971 -1.0704 0.1413
C: 0.0476 -0.3564 -1.0329
C: -0.8951 0.5021 -1.5831
C: -2.1344 0.5634 -0.9769
C: -2.3532 -0.0934 0.2333
C: -1.3975 -0.8779 0.8329
H: 1.6349 -2.1184 -0.1592
H: 0.5607 -3.0337 0.9291
H: 1.2265 -1.5014 1.5406
H: 0.9859 -0.5755 -1.5331
H: -0.6614 1.1477 -2.4246
H: -2.9666 1.0711 -1.4431
H: -3.3704 -0.3172 0.5718
H: -1.5677 -1.4799 1.7077
C: 2.9001 1.1397 0.3870
C: 1.5799 1.7988 0.8527
H: 3.7584 1.5510 0.9191
H: 2.7239 0.0680 0.5701
H: 3.0037 1.2208 -0.6849
H: 1.3013 1.3601 1.8011
H: 0.6673 1.7456 0.2569
H: 1.7640 2.8814 0.8956

Atomic forces in eV per Å
-1.37 1.26 0.28
0.49 -0.63 -0.18
0.07 -0.56 0.08
0.17 0.16 0.31
-0.33 0.10 0.45
-1.34 -1.05 -0.25
1.33 -0.36 -0.98
0.45 -0.02 0.34
-0.18 0.25 -0.14
0.81 -0.60 -0.19
-0.01 0.36 -0.09
-0.06 -0.40 -0.15
0.06 0.22 -0.02
0.14 0.98 0.10
-0.33 0.05 0.30
-1.89 -0.82 -0.14
0.53 1.13 -0.11
-0.09 -0.27 -0.08
0.84 0.20 0.07
0.38 0.29 -0.33
0.00 0.40 0.55
0.51 -0.56 -0.48
-0.17 -0.16 0.66


# 3
DFT (ωB97M-V/def2-TZVPD) results for 2 unconnected molecules or ions with the total composition C9H14.

As for the strongest force on any atom: 5.2 eV Å⁻¹. For the LUMO energy, the calculation gives 1.02 eV. The HOMO-LUMO gap is 9.948 eV. The SMILES is Cc1ccccc1.CC. The total energy comes out at -9558.269 eV.

Cartesian coordinates (Å):
C: -0.7300 -2.1239 0.3270
C: -0.8949 -0.6455 0.4911
C: -0.9861 0.2234 -0.6589
C: -1.0518 1.6227 -0.3980
C: -1.0947 2.0959 0.8990
C: -0.9294 1.2225 1.9805
C: -0.8755 -0.1743 1.7787
H: -1.1485 -2.5541 1.1974
H: 0.4074 -2.3245 0.1863
H: -1.2897 -2.3617 -0.6168
H: -1.0348 -0.2685 -1.6526
H: -1.2668 2.2547 -1.2557
H: -1.1866 3.2726 0.9031
H: -0.8241 1.6949 2.9581
H: -0.5154 -0.7557 2.6027
C: 1.9401 -1.1221 -1.9596
C: 3.1560 -0.3269 -1.4631
H: 1.8820 -0.9787 -3.1459
H: 2.1069 -2.1372 -1.7983
H: 1.1554 -0.6972 -1.3106
H: 3.1162 0.7678 -1.9173
H: 4.0898 -0.6377 -1.7514
H: 3.3065 0.0948 -0.3800

Atomic forces in eV per Å
1.41 0.87 -2.37
0.14 0.34 -1.74
-0.20 -0.09 2.19
-0.94 -2.35 -1.38
0.28 2.20 -0.39
-0.27 0.65 -0.23
0.91 2.91 0.06
-0.20 -1.13 0.60
-2.03 -0.14 0.31
0.65 -0.54 0.95
0.06 0.79 0.68
0.37 0.24 0.24
0.21 -2.57 0.88
-0.12 -0.48 -0.04
-0.46 -0.66 0.32
0.92 2.56 -1.13
-0.95 5.06 0.86
-0.44 -0.09 2.76
-0.09 -1.84 0.43
-0.36 -0.65 -1.19
-0.11 -2.04 0.33
2.19 -1.26 -0.80
-0.96 -1.79 -1.35


# 4
DFT (ωB97M-V/def2-TZVPD) results for 2 unconnected molecules or ions with the total composition C9H14.

As for the strongest force on any atom: 4.2 eV Å⁻¹. For the LUMO energy, the calculation gives 1.00 eV. The HOMO-LUMO gap is 10.084 eV. The SMILES is Cc1ccccc1.CC. The total energy comes out at -9557.962 eV.

Cartesian coordinates (Å):
C: -2.1815 -0.1237 -2.7747
C: -1.7414 -0.0095 -1.3179
C: -1.0037 1.0692 -0.7580
C: -0.5516 0.9676 0.6029
C: -0.9584 -0.0684 1.4468
C: -1.5921 -1.2092 0.8718
C: -2.0020 -1.1132 -0.4723
H: -1.6215 -1.0128 -3.3485
H: -2.0042 0.8141 -3.3317
H: -3.2726 -0.2885 -2.9056
H: -0.4708 1.8247 -1.4411
H: -0.2446 1.8917 1.1580
H: -0.8433 -0.2102 2.5605
H: -1.6704 -2.0612 1.4524
H: -2.7216 -1.9131 -0.7771
C: 2.7406 0.1005 1.8419
C: 2.9548 0.2209 0.3604
H: 3.3476 0.6966 2.4751
H: 1.6925 0.2204 2.1432
H: 3.1471 -0.7326 2.2338
H: 3.8331 1.0039 0.0824
H: 3.2829 -0.6966 -0.1827
H: 1.8812 0.6295 0.0802

Atomic forces in eV per Å
0.65 -0.76 -1.21
0.45 -0.15 0.65
1.73 -1.00 -0.50
-1.90 1.61 0.95
-0.33 -2.09 -0.17
0.90 3.52 -2.03
-1.07 -0.76 0.92
-1.18 1.99 1.36
0.26 -0.44 0.26
0.62 -0.19 0.41
-1.42 -0.87 1.15
0.43 -0.82 -1.01
0.48 1.03 -1.34
-0.75 -1.62 0.90
1.02 0.58 -0.33
-0.68 1.40 0.00
0.04 2.57 -1.46
0.35 1.95 0.16
0.41 -0.21 -0.04
0.57 -3.93 0.97
-2.32 -1.49 0.61
-0.84 0.51 0.53
2.56 -0.84 -0.78


For reference, relative energy (zero: lowest compared OMol25 entry of this formula, charge and spin) by record: 0.764 0.775 1.913 2.219 eV.